Entry 1:
Formula: C37H34N5O5OsPS
Source: the Open Molecules 2025 dataset
Level of theory: the ωB97M-V functional and the def2-TZVPD basis

CARTESIAN COORDINATES (ANGSTROEM)
1 Os 0.610 -0.223 -0.298
2 S 2.390 -1.398 -2.019
3 P -0.882 -1.602 -1.515
4 O 5.477 -0.011 4.753
5 O 0.217 -1.378 1.252
6 O 3.735 -1.705 -2.320
7 O 2.081 0.084 -1.797
8 O 1.839 -1.950 -0.735
9 N -0.138 1.404 -1.430
10 N -0.598 0.457 2.291
11 N 3.803 0.688 2.662
12 N -0.559 0.875 0.984
13 N 2.115 0.683 0.887
14 C 1.904 -2.363 -4.481
15 C -5.006 0.252 -2.357
16 C -0.889 2.315 -0.759
17 C -0.085 -1.978 -3.114
18 C -1.089 2.003 0.657
19 C 5.237 0.438 2.397
20 C -1.151 3.654 -2.715
21 C 1.097 -2.764 -5.539
22 C 1.313 -1.972 -3.290
23 C -2.690 -0.008 -2.935
24 C -0.439 -0.884 4.802
25 C -1.805 2.906 1.591
26 C -1.063 -3.218 -0.718
27 C -0.281 -2.772 -5.392
28 C -1.630 -4.524 1.229
29 C -0.769 -4.395 -1.409
30 C -0.918 -5.625 -0.784
31 C -0.120 -0.746 2.349
32 C -1.414 3.434 -1.372
33 C -1.353 -5.691 0.529
34 C 0.322 -2.814 6.012
35 C 4.088 0.072 4.991
36 C -3.617 -1.256 -1.100
37 C 0.776 -3.391 4.833
38 C 0.019 -1.463 3.617
39 C -1.481 -3.294 0.614
40 C 0.086 1.609 -2.732
41 C -0.389 2.723 -3.399
42 C -0.287 -1.563 5.997
43 C -2.517 -0.922 -1.893
44 C -3.925 0.574 -3.166
45 C 5.753 -0.514 3.462
46 C 2.920 0.677 1.724
47 C -0.865 -2.388 -4.188
48 C 0.626 -2.718 3.632
49 C -4.852 -0.668 -1.334
50 C 3.445 1.071 4.045
51 H -0.644 -1.124 6.918
52 H -3.530 -1.993 -0.319
53 H 5.344 0.017 1.399
54 H -0.914 0.087 4.776
55 H 0.438 -3.342 6.949
56 H -1.468 -6.652 1.013
57 H 5.765 1.392 2.446
58 H -4.049 1.263 -3.990
59 H 2.981 -2.359 -4.572
60 H -1.877 2.458 2.575
61 H -5.699 -0.944 -0.719
62 H 0.968 -3.161 2.706
63 H 6.834 -0.612 3.378
64 H -1.942 -2.430 -4.085
65 H -1.680 -2.391 1.183
66 H -2.808 3.108 1.210
67 H -1.875 0.213 -3.609
68 H -1.531 4.535 -3.214
69 H -0.692 -6.532 -1.328
70 H -2.007 4.126 -0.792
71 H -0.913 -3.090 -6.210
72 H -5.973 0.702 -2.541
73 H 1.244 -4.365 4.852
74 H 2.360 1.066 4.142
75 H 0.683 0.875 -3.248
76 H 3.824 2.077 4.233
77 H 3.621 -0.915 4.868
78 H 3.957 0.399 6.021
79 H -0.421 -4.369 -2.428
80 H 1.550 -3.073 -6.471
81 H 5.296 -1.503 3.335
82 H -1.957 -4.571 2.259
83 H -0.151 2.846 -4.446
84 H -1.280 3.861 1.665

Summary:
E: -79187.469 eV
Net charge: +2
Kohn-Sham gap: 7.45 eV
LUMO: -6.437 eV
2S+1: 1
HOMO energy: -13.89 eV

---

Entry 2:
Formula: C37H34N5RhS2
Source: the Open Molecules 2025 dataset
Level of theory: the ωB97M-V functional and the def2-TZVPD basis

CARTESIAN COORDINATES (ANGSTROEM)
1 Rh -0.821 1.300 0.153
2 S -0.577 3.277 1.309
3 S -1.810 0.316 2.141
4 N -2.564 2.092 -0.581
5 N 0.956 0.449 0.793
6 N -0.810 -0.497 -0.950
7 N -3.080 6.117 6.119
8 N -4.379 2.426 7.290
9 C -3.795 2.579 6.312
10 C 3.229 -3.593 2.830
11 C 0.663 -2.246 -1.623
12 C 3.903 -1.708 4.305
13 C 5.093 -2.076 2.133
14 C 1.160 1.987 -2.125
15 C -2.577 4.012 4.709
16 C -3.484 3.587 -2.184
17 C -2.425 2.823 -1.709
18 C 0.401 2.976 -4.193
19 C -1.562 -0.751 -2.021
20 C 1.409 2.404 -3.427
21 C 1.437 -4.448 -3.295
22 C 1.714 0.914 1.783
23 C -2.066 1.754 3.111
24 C -3.736 2.061 0.058
25 C -0.102 -2.516 -2.750
26 C -1.848 4.130 3.535
27 C -1.570 3.022 2.737
28 C 1.999 -1.681 1.042
29 C 2.768 -1.225 2.110
30 C -0.902 -4.437 -4.145
31 C -2.790 1.647 4.299
32 C -2.857 5.180 5.492
33 C 2.631 0.118 2.444
34 C 0.301 -3.552 -3.791
35 C 0.769 -2.797 -5.044
36 C -4.832 2.773 -0.388
37 C 0.287 -1.235 -0.751
38 C -0.857 3.147 -3.643
39 C -1.247 -1.738 -2.929
40 C -3.049 2.750 5.098
41 C -4.695 3.562 -1.519
42 C -1.098 2.740 -2.332
43 C 3.734 -2.146 2.846
44 C -0.097 2.143 -1.547
45 C 1.122 -0.827 0.402
46 H -1.890 -1.876 -3.787
47 H -1.695 -3.874 -4.636
48 H 1.049 -3.507 -5.824
49 H 2.055 -2.708 0.713
50 H 1.570 -2.796 -1.420
51 H -3.763 1.452 0.952
52 H -0.018 -2.151 -5.435
53 H 1.636 -2.172 -4.820
54 H -1.487 5.105 3.233
55 H 2.939 -1.639 4.812
56 H 1.169 -4.962 -2.370
57 H 5.001 -2.370 1.086
58 H 1.652 -5.207 -4.048
59 H 3.206 0.559 3.243
60 H -5.524 4.161 -1.873
61 H -3.341 4.207 -3.057
62 H -0.587 -5.225 -4.831
63 H -5.762 2.722 0.160
64 H 3.872 -4.208 3.462
65 H 1.968 1.542 -1.553
66 H -1.320 -4.909 -3.254
67 H -1.652 3.576 -4.240
68 H -3.162 0.676 4.600
69 H 2.356 -3.885 -3.128
70 H 4.406 -0.745 4.390
71 H 1.542 1.946 2.059
72 H 4.514 -2.440 4.834
73 H 5.501 -1.065 2.168
74 H 0.596 3.282 -5.212
75 H 5.803 -2.749 2.616
76 H 3.253 -4.028 1.830
77 H 2.210 -3.662 3.214
78 H -2.442 -0.133 -2.141
79 H 2.397 2.271 -3.853

Summary:
E: -71053.555 eV
Kohn-Sham gap: 6.26 eV
LUMO: -0.717 eV
2S+1: 1
HOMO energy: -6.97 eV

---

Entry 3:
Formula: C37H34N5RhS2
Source: the Open Molecules 2025 dataset
Level of theory: the ωB97M-V functional and the def2-TZVPD basis

CARTESIAN COORDINATES (ANGSTROEM)
1 Rh -0.001 0.111 -0.016
2 S 3.330 -2.110 0.418
3 S 0.276 -1.310 1.715
4 N 3.555 -7.386 3.504
5 N 0.132 -6.082 5.360
6 N -0.765 1.532 -1.387
7 N 1.553 1.392 0.505
8 N -1.640 1.072 1.108
9 C -3.012 1.544 3.003
10 C 3.171 -0.685 -3.450
11 C 2.040 -1.493 -3.395
12 C -2.164 4.827 -3.821
13 C 2.708 2.861 1.964
14 C 2.433 -5.152 2.848
15 C -3.018 3.014 1.148
16 C 1.349 -0.430 -1.350
17 C -4.484 3.641 3.111
18 C -1.642 2.423 -0.881
19 C 3.836 2.770 1.151
20 C 3.006 -4.365 1.876
21 C 3.803 1.974 0.026
22 C 0.628 -5.481 4.513
23 C 2.488 0.360 -1.399
24 C 2.458 -3.116 1.482
25 C 1.248 -4.719 3.474
26 C 1.239 -2.739 2.067
27 C 1.589 2.150 1.602
28 C -0.806 2.720 -3.456
29 C 3.396 0.240 -2.444
30 C 3.049 -6.395 3.218
31 C 0.677 -3.526 3.066
32 C -1.695 3.668 -2.953
33 C -2.818 4.271 -5.093
34 C -0.945 5.681 -4.198
35 C -0.368 1.689 -2.655
36 C -2.106 3.490 -1.639
37 C -3.484 2.718 2.429
38 C 2.642 1.275 -0.290
39 C -2.098 0.763 2.318
40 C -4.746 3.226 4.559
41 C -3.179 5.713 -3.099
42 C -2.117 2.180 0.510
43 C 1.138 -1.362 -2.350
44 C -3.946 5.079 3.104
45 C -5.806 3.584 2.331
46 H -4.074 5.154 -2.817
47 H -3.828 5.468 2.093
48 H 4.277 0.868 -2.487
49 H 1.866 -2.231 -4.168
50 H -3.156 5.095 -5.724
51 H -2.799 4.186 -1.196
52 H -3.332 1.223 3.982
53 H -5.678 3.926 1.303
54 H -6.198 2.567 2.303
55 H -5.396 3.962 5.033
56 H -3.490 6.520 -3.764
57 H 4.738 3.307 1.408
58 H -3.683 3.653 -4.848
59 H -2.124 3.666 -5.676
60 H -4.643 5.733 3.629
61 H -1.253 6.499 -4.851
62 H 0.686 2.171 2.197
63 H -6.548 4.224 2.810
64 H -3.823 3.176 5.138
65 H -0.249 -3.204 3.528
66 H -0.438 2.774 -4.470
67 H 3.874 -0.782 -4.265
68 H -5.246 2.258 4.618
69 H 4.678 1.869 -0.596
70 H 3.925 -4.678 1.401
71 H 2.703 3.460 2.861
72 H 0.333 0.956 -3.030
73 H -0.191 5.094 -4.723
74 H -2.754 6.170 -2.203
75 H -1.695 -0.144 2.753
76 H 0.265 -2.006 -2.311
77 H -0.480 6.109 -3.308
78 H -3.370 3.903 0.649
79 H -2.979 5.138 3.606

Summary:
E: -71050.214 eV
Kohn-Sham gap (alpha / beta): 5.30 / 4.44 eV
LUMO (alpha / beta): -1.153 / -1.604 eV
2S+1: 1
HOMO energy (alpha / beta): -6.45 / -6.04 eV

---

Entry 4:
Formula: C37H35AsAuN4P
Source: the Open Molecules 2025 dataset
Level of theory: the ωB97M-V functional and the def2-TZVPD basis

CARTESIAN COORDINATES (ANGSTROEM)
1 Au -0.354 0.701 -0.301
2 As -1.135 -1.526 -1.081
3 P 2.183 0.562 -0.076
4 N -1.550 0.772 1.897
5 N -3.070 1.731 3.163
6 N -4.961 1.774 0.782
7 N -3.243 1.289 -0.483
8 C 0.076 2.750 -0.405
9 C -0.721 5.054 -0.600
10 C 5.982 -0.474 -2.400
11 C -0.078 -3.055 -0.569
12 C -2.762 1.307 1.913
13 C 1.377 3.237 0.002
14 C 3.909 4.239 0.699
15 C 5.946 -0.701 -1.031
16 C 1.585 4.631 0.163
17 C 2.639 -0.003 3.960
18 C 2.327 -0.151 1.577
19 C -3.102 -4.550 -0.394
20 C -3.831 -6.046 -2.133
21 C 2.241 -1.542 1.678
22 C -0.996 -1.607 -3.008
23 C 2.363 -2.156 2.912
24 C -2.005 1.460 3.990
25 C 3.666 0.057 -0.972
26 C -4.343 1.525 -1.286
27 C -3.001 -2.050 -0.747
28 C -3.294 -3.453 -1.230
29 C -3.642 1.446 0.750
30 C 4.861 0.014 -3.059
31 C -3.771 -3.671 -2.518
32 C -4.042 -4.960 -2.968
33 C -5.419 1.832 -0.515
34 C -3.366 -5.840 -0.842
35 C 0.520 5.522 -0.121
36 C -1.077 0.870 3.195
37 C 2.521 0.618 2.722
38 C 2.452 2.367 0.177
39 C 2.838 5.114 0.557
40 C 4.785 -0.450 -0.310
41 C 3.722 2.880 0.479
42 C -0.923 3.706 -0.786
43 C 3.704 0.283 -2.347
44 C 2.559 -1.385 4.056
45 H -3.175 -1.937 0.319
46 H 4.759 -0.639 0.756
47 H -1.510 5.753 -0.854
48 H -6.445 2.067 -0.764
49 H 4.887 0.178 -4.129
50 H -0.107 0.479 3.476
51 H 0.882 -2.973 -1.076
52 H 2.964 6.179 0.736
53 H -3.215 -6.688 -0.178
54 H -4.040 -7.052 -2.485
55 H -2.761 -4.391 0.625
56 H 0.698 6.590 -0.019
57 H 0.006 -1.311 -3.302
58 H -5.531 1.929 1.594
59 H 4.571 2.212 0.557
60 H 0.080 -3.078 0.507
61 H 2.314 -3.236 2.988
62 H 2.098 -2.139 0.784
63 H -1.715 -0.928 -3.464
64 H -2.006 1.704 5.043
65 H 2.830 0.678 -2.858
66 H 2.804 0.596 4.850
67 H -4.429 -5.112 -3.970
68 H 4.889 4.612 0.975
69 H -3.914 2.190 3.454
70 H -1.191 -2.619 -3.343
71 H -1.862 3.376 -1.208
72 H -4.288 1.472 -2.366
73 H 6.884 -0.685 -2.958
74 H 6.824 -1.072 -0.516
75 H -3.589 -1.318 -1.282
76 H -3.951 -2.823 -3.172
77 H -0.571 -3.966 -0.886
78 H 2.588 1.699 2.657
79 H 2.650 -1.867 5.023

Summary:
E: -118703.206 eV
Net charge: +2
Kohn-Sham gap (alpha / beta): 6.66 / 4.59 eV
LUMO (alpha / beta): -5.892 / -8.451 eV
2S+1: 3
HOMO energy (alpha / beta): -12.55 / -13.04 eV
<S²>: 2.033

---

Entry 5:
Formula: C37H35BrF4GeN2O2P2Pt
Source: the Open Molecules 2025 dataset
Level of theory: the ωB97M-V functional and the def2-TZVPD basis

CARTESIAN COORDINATES (ANGSTROEM)
1 Pt -0.314 -1.013 0.101
2 Br -0.312 -2.322 2.514
3 Ge -1.287 1.203 0.241
4 P -3.910 -1.936 -0.521
5 P 1.855 -1.857 -0.055
6 F 1.029 -2.015 5.053
7 F 5.480 -1.387 3.608
8 F 4.638 -1.539 1.052
9 F 3.665 -1.588 5.659
10 O -4.236 -0.729 -1.333
11 O -2.525 -2.107 0.023
12 N -4.893 -2.636 -2.897
13 N -4.187 -1.542 2.138
14 C 0.079 2.195 -2.195
15 C 1.050 4.155 3.165
16 C -0.516 3.915 1.307
17 C 3.323 -5.993 -1.390
18 C 0.044 4.711 2.356
19 C -2.208 2.270 -3.773
20 C 1.989 -5.807 -1.059
21 C 3.103 -0.801 -2.270
22 C 3.226 0.574 -0.287
23 C 2.428 -3.487 -0.624
24 C 3.925 1.529 -0.997
25 C 0.851 2.058 2.018
26 C 2.409 -1.827 1.706
27 C -0.179 2.545 1.235
28 C -1.154 1.824 -1.677
29 C 0.157 2.623 -3.510
30 C -0.408 6.042 2.514
31 C 2.836 -0.611 -0.913
32 C 4.201 -1.577 3.356
33 C -1.246 6.629 1.589
34 C 1.535 -4.556 -0.675
35 C -1.698 5.884 0.498
36 C 3.751 -1.651 2.037
37 C -3.139 1.576 0.962
38 C 1.526 -1.980 2.774
39 C -1.353 4.552 0.375
40 C 4.202 1.331 -2.343
41 C 3.769 -3.669 -0.966
42 C -4.499 -3.330 -1.656
43 C 3.283 -1.688 4.404
44 C 4.207 -4.926 -1.341
45 C 1.473 2.853 2.976
46 C 3.785 0.169 -2.978
47 C -0.984 2.650 -4.296
48 C -2.297 1.846 -2.457
49 C -5.010 -2.048 1.020
50 C 1.940 -1.903 4.095
51 H -1.565 7.652 1.715
52 H -1.666 3.991 -0.495
53 H -3.101 2.301 -4.379
54 H -4.562 -1.785 3.065
55 H 3.997 0.021 -4.024
56 H -0.920 2.969 -5.326
57 H 2.275 2.455 3.580
58 H 1.517 4.774 3.917
59 H -5.843 -2.851 -3.214
60 H 1.129 1.012 1.919
61 H 0.971 2.157 -1.583
62 H -4.088 -0.516 2.076
63 H -4.813 -1.600 -2.596
64 H -0.103 6.587 3.397
65 H -5.915 -1.453 0.909
66 H -3.319 2.646 0.917
67 H -3.703 -4.055 -1.820
68 H 5.246 -5.068 -1.592
69 H 4.260 2.429 -0.506
70 H -5.286 -3.081 1.222
71 H 1.109 2.929 -3.915
72 H 2.794 -1.715 -2.756
73 H 3.012 0.726 0.760
74 H -4.252 -2.805 -3.678
75 H -3.189 1.284 2.010
76 H 3.675 -6.967 -1.691
77 H -3.235 -1.943 2.008
78 H 4.737 2.087 -2.894
79 H -2.326 6.351 -0.244
80 H 1.304 -6.640 -1.100
81 H 4.463 -2.844 -0.940
82 H -3.906 1.066 0.387
83 H 0.492 -4.401 -0.427
84 H -5.346 -3.850 -1.212
85 H -3.246 1.531 -2.049

Summary:
E: -205239.177 eV
Net charge: +3
Kohn-Sham gap (alpha / beta): 3.38 / 3.56 eV
LUMO (alpha / beta): -10.892 / -10.727 eV
2S+1: 2
HOMO energy (alpha / beta): -14.28 / -14.29 eV
<S²>: 0.776

---

Entry 6:
Formula: C37H35ClHoN2S2Si2
Source: the Open Molecules 2025 dataset
Level of theory: the ωB97M-V functional and the def2-TZVPD basis

CARTESIAN COORDINATES (ANGSTROEM)
1 Ho 1.052 0.038 2.554
2 Cl -0.369 -2.109 2.341
3 S 1.273 -1.529 7.204
4 S 5.915 -1.226 2.644
5 Si -0.030 -1.773 -0.772
6 Si -2.104 -0.842 -1.880
7 N 1.468 -0.638 4.798
8 N 3.365 -0.667 2.796
9 C 1.024 2.113 3.884
10 C 2.743 -1.106 5.138
11 C -0.207 0.040 -5.556
12 C -1.617 1.866 -1.333
13 C 5.092 -1.415 4.172
14 C -2.387 2.874 -0.732
15 C -0.939 0.251 -4.380
16 C 2.799 -1.635 6.410
17 C 3.051 -1.554 -3.344
18 C -2.285 0.350 0.473
19 C 4.286 -0.283 0.509
20 C -2.953 1.381 1.109
21 C 0.705 2.322 1.612
22 C 0.034 2.273 2.871
23 C -0.446 -2.352 -5.290
24 C -1.148 -2.139 -4.108
25 C -1.725 0.576 -0.811
26 C -4.481 -0.036 -3.336
27 C -6.364 0.816 -2.045
28 C -4.825 -0.786 -1.060
29 C 2.095 -1.954 -2.422
30 C -3.972 -0.667 -2.178
31 C -5.658 0.729 -3.247
32 C 0.048 -1.260 -6.013
33 C -0.849 -0.458 5.599
34 C -5.954 0.033 -0.956
35 C 2.619 0.771 -2.772
36 C 4.388 -0.656 1.950
37 C 3.312 -0.192 -3.527
38 C -3.049 2.626 0.475
39 C 3.754 -1.060 4.099
40 C 2.108 2.183 1.847
41 C -1.357 -0.837 -3.608
42 C 2.299 2.056 3.250
43 C 1.364 -0.993 -1.716
44 C 0.586 -0.773 5.767
45 C 1.658 0.373 -1.844
46 H -0.284 -3.372 -5.648
47 H -2.459 3.862 -1.189
48 H -6.525 0.079 -0.031
49 H -1.164 1.272 -4.079
50 H 2.829 1.831 -2.926
51 H 4.008 -1.159 -0.112
52 H -1.388 -1.085 6.313
53 H -1.200 -0.692 4.585
54 H -7.236 1.463 -1.936
55 H -3.681 3.401 0.933
56 H -3.942 -0.109 -4.286
57 H 4.051 0.119 -4.264
58 H 0.238 2.520 0.646
59 H -1.514 -2.995 -3.539
60 H 0.142 0.899 -6.131
61 H 0.147 -0.706 0.302
62 H 0.591 -1.424 -6.939
63 H -3.415 1.207 2.078
64 H 1.872 -3.015 -2.270
65 H 3.566 0.544 0.339
66 H -4.544 -1.451 -0.240
67 H 3.255 2.024 3.765
68 H 0.610 -3.041 -0.436
69 H 5.289 0.055 0.212
70 H 3.579 -2.306 -3.938
71 H 5.572 -1.785 5.072
72 H 2.902 2.272 1.107
73 H 3.675 -2.101 6.839
74 H -1.048 0.595 5.840
75 H 0.853 2.127 4.952
76 H -2.206 -0.647 0.920
77 H -6.021 1.275 -4.122
78 H -0.959 2.080 -2.164
79 H 1.116 1.126 -1.260
80 H -1.027 2.405 3.039

Summary:
E: -117659.423 eV
Net charge: +1
Kohn-Sham gap (alpha / beta): 7.47 / 7.47 eV
LUMO (alpha / beta): -2.924 / -2.921 eV
2S+1: 5
HOMO energy (alpha / beta): -10.39 / -10.39 eV
<S²>: 6.004